{"formula": "C42H52N8O4S6TeTi", "method": "ωB97M-V/def2-TZVPD", "s_squared": 2.0458, "charge": -2, "lumo_energy_ha": [0.12747, 0.12742], "multiplicity": 3, "homo_lumo_gap_ha": [0.124, 0.176], "e_homo_ev": [0.087, -1.333], "largest_force_ev_per_a": 1.2, "species": ["Ti", "O", "C", "C", "C", "C", "C", "C", "C", "O", "N", "N", "C", "C", "C", "C", "C", "C", "C", "O", "H", "H", "H", "H", "H", "H", "H", "H", "H", "H", "C", "N", "C", "C", "N", "C", "C", "C", "C", "C", "C", "N", "C", "N", "C", "C", "N", "C", "C", "N", "C", "C", "H", "H", "H", "H", "H", "H", "H", "H", "H", "H", "H", "H", "H", "H", "H", "H", "H", "H", "H", "H", "H", "H", "H", "H", "H", "H", "H", "H", "Te", "C", "C", "C", "C", "C", "C", "H", "H", "H", "H", "H", "C", "S", "C", "O", "H", "H", "H", "H", "H", "H", "C", "S", "C", "C", "S", "S", "C", "S", "S", "H", "H", "H"], "positions_angstrom": [[0.01, 0.54, -0.48], [-4.81, 1.83, 1.68], [-4.03, 1.59, 2.75], [-4.59, 1.67, 4.02], [-3.81, 1.51, 5.15], [-2.45, 1.26, 5.03], [-1.90, 1.13, 3.76], [-2.67, 1.27, 2.61], [-2.05, 1.11, 1.29], [-0.91, 0.44, 1.20], [-2.57, 1.70, 0.25], [-1.74, 1.60, -0.82], [-2.15, 2.14, -1.98], [-1.32, 2.25, -3.13], [-1.82, 2.86, -4.30], [-1.05, 3.03, -5.44], [0.27, 2.58, -5.46], [0.80, 1.98, -4.32], [0.05, 1.83, -3.17], [0.60, 1.30, -2.07], [-4.24, 1.78, 0.88], [-5.65, 1.89, 4.09], [-4.26, 1.59, 6.13], [-1.82, 1.15, 5.91], [-0.84, 0.90, 3.63], [-3.16, 2.54, -2.02], [-2.85, 3.20, -4.30], [-1.48, 3.50, -6.32], [0.88, 2.68, -6.35], [1.82, 1.61, -4.30], [0.68, -3.60, 0.24], [1.80, -2.71, -0.10], [2.90, -3.41, -0.74], [2.19, -1.76, 0.86], [1.68, -0.57, 0.83], [1.86, 0.33, 1.95], [2.01, -0.07, 3.27], [2.19, 0.84, 4.31], [2.21, 2.19, 4.03], [2.00, 2.61, 2.73], [1.79, 1.70, 1.69], [1.36, 2.20, 0.45], [2.09, 3.06, -0.20], [3.49, 3.08, -0.19], [4.20, 1.85, 0.08], [4.15, 4.27, 0.30], [1.52, 4.02, -0.96], [0.11, 4.35, -0.81], [2.12, 4.53, -2.17], [3.20, -2.10, 1.76], [4.45, -1.38, 1.79], [3.19, -3.39, 2.41], [1.03, -4.46, 0.83], [0.23, -3.95, -0.68], [-0.10, -3.07, 0.79], [2.51, -3.85, -1.66], [3.32, -4.22, -0.12], [3.69, -2.71, -1.02], [1.96, -1.13, 3.52], [2.28, 0.47, 5.33], [2.34, 2.92, 4.83], [1.91, 3.67, 2.50], [3.61, 1.00, -0.26], [4.42, 1.72, 1.15], [5.15, 1.86, -0.47], [3.55, 5.15, 0.07], [5.13, 4.39, -0.18], [4.30, 4.22, 1.38], [-0.32, 3.82, 0.03], [-0.44, 4.08, -1.70], [0.02, 5.43, -0.65], [2.20, 5.62, -2.13], [1.50, 4.25, -3.02], [3.12, 4.11, -2.31], [4.35, -0.45, 1.24], [5.25, -1.98, 1.34], [4.74, -1.13, 2.82], [2.19, -3.81, 2.41], [3.50, -3.25, 3.46], [3.88, -4.12, 1.96], [-0.97, -1.55, -2.02], [0.75, -2.04, -3.20], [0.66, -3.15, -4.05], [1.72, -3.56, -4.85], [2.93, -2.86, -4.82], [3.04, -1.75, -3.99], [1.97, -1.36, -3.19], [-0.27, -3.70, -4.09], [1.61, -4.42, -5.48], [3.76, -3.17, -5.45], [3.96, -1.19, -3.96], [2.10, -0.50, -2.54], [-1.98, -2.13, 4.66], [-2.41, -2.24, 2.92], [-4.16, -2.41, 3.20], [-1.90, -3.61, 2.52], [-2.22, -3.09, 5.10], [-2.51, -1.31, 5.13], [-0.90, -1.94, 4.71], [-4.51, -1.55, 3.78], [-4.32, -3.35, 3.72], [-4.64, -2.40, 2.22], [-5.30, -0.66, -3.35], [-6.56, -1.55, -2.41], [-5.61, -2.87, -1.80], [-4.56, -2.77, -0.93], [-3.89, -1.38, -0.19], [-3.81, -4.32, -0.59], [-4.84, -5.35, -1.49], [-4.72, -7.03, -1.53], [-6.00, -4.47, -2.36], [-5.78, 0.23, -3.77], [-4.91, -1.28, -4.16], [-4.49, -0.36, -2.69]], "mulliken_charge": [0.23, -0.74, 0.50, -0.84, -0.21, -1.07, 0.39, -0.05, 0.54, -0.29, -1.19, 1.30, -1.33, 0.80, -1.19, -0.69, -0.70, -0.62, 0.25, 1.13, 0.53, 0.41, 0.34, 0.40, 0.13, 0.15, 0.38, 0.36, 0.39, 0.38, -1.97, 1.69, -1.21, -2.30, 1.11, 0.01, -0.36, -0.78, -1.27, 0.01, -0.64, 1.30, -0.11, 0.48, -1.10, -1.16, 0.35, -1.19, -1.18, 1.21, -1.21, -1.32, 0.32, 0.37, 0.76, 0.35, 0.25, 0.32, 0.39, 0.39, 0.32, 0.59, 0.01, 0.44, 0.40, 0.38, 0.29, 0.30, 0.20, 0.23, 0.49, 0.27, 0.39, 0.34, 0.33, 0.34, 0.26, 0.31, 0.37, 0.33, -0.04, -0.05, -0.63, -0.59, -0.64, -0.65, -0.03, 0.35, 0.38, 0.35, 0.39, 0.24, -1.18, 1.30, -1.04, -0.77, 0.50, 0.27, 0.15, 0.25, 0.45, 0.13, -0.22, -0.20, -0.06, -0.40, 0.03, 0.21, -0.05, -0.39, -0.19, 0.33, 0.26, -0.24]}

=====

{"formula": "C29H34BF4KN7", "method": "ωB97M-V/def2-TZVPD", "charge": -1, "lumo_energy_ha": 0.07866, "homo_lumo_gap_ha": 0.198, "e_homo_ev": -3.254, "largest_force_ev_per_a": 0.8, "species": ["K", "C", "N", "C", "C", "C", "C", "C", "C", "N", "C", "C", "C", "C", "C", "C", "N", "C", "C", "C", "C", "C", "N", "H", "H", "H", "H", "H", "H", "H", "H", "H", "H", "H", "H", "H", "H", "H", "H", "H", "H", "C", "C", "C", "C", "N", "N", "C", "H", "H", "H", "H", "H", "H", "H", "H", "F", "B", "F", "F", "F", "C", "C", "C", "C", "C", "C", "N", "H", "H", "H", "H", "H", "H", "H", "H"], "positions_angstrom": [[1.13, 0.15, -0.33], [-2.29, 1.87, -0.58], [-2.29, 1.14, 0.66], [-3.37, 0.16, 0.73], [-3.14, -0.87, 1.82], [-3.96, -0.93, 2.94], [-3.69, -1.88, 3.92], [-2.62, -2.73, 3.74], [-1.87, -2.60, 2.58], [-2.12, -1.71, 1.63], [-2.29, 2.04, 1.79], [-0.93, 2.57, 2.20], [-0.85, 3.39, 3.32], [0.39, 3.83, 3.75], [1.52, 3.43, 3.04], [1.34, 2.64, 1.93], [0.14, 2.22, 1.50], [-2.07, 1.04, -1.82], [-2.38, 1.58, -3.07], [-2.07, 0.86, -4.21], [-1.46, -0.38, -4.07], [-1.20, -0.83, -2.79], [-1.50, -0.15, -1.68], [-1.47, 2.60, -0.53], [-3.22, 2.46, -0.71], [-3.39, -0.38, -0.22], [-4.36, 0.63, 0.88], [-4.77, -0.22, 3.05], [-4.31, -1.94, 4.81], [-2.36, -3.48, 4.47], [-1.00, -3.24, 2.42], [-2.71, 1.53, 2.66], [-2.95, 2.91, 1.61], [-1.75, 3.65, 3.86], [0.48, 4.46, 4.62], [2.51, 3.73, 3.34], [2.20, 2.32, 1.35], [-2.84, 2.56, -3.13], [-2.27, 1.27, -5.19], [-1.16, -0.96, -4.93], [-0.70, -1.79, -2.64], [3.12, -3.74, 3.84], [2.14, -2.63, 3.70], [1.34, -2.00, 4.63], [0.67, -0.99, 3.90], [1.02, -1.01, 2.63], [1.91, -2.02, 2.53], [-0.33, 0.00, 4.40], [3.26, -3.99, 4.89], [4.09, -3.46, 3.41], [2.79, -4.64, 3.32], [1.26, -2.22, 5.68], [2.45, -2.11, 1.68], [-0.64, -0.24, 5.42], [-1.22, 0.01, 3.77], [0.08, 1.01, 4.40], [4.47, 0.14, 1.47], [4.47, -1.01, 0.68], [3.14, -1.14, 0.11], [5.40, -0.95, -0.33], [4.65, -2.16, 1.49], [0.76, 3.29, -2.34], [1.45, 2.22, -3.12], [2.25, 2.37, -4.24], [2.65, 1.06, -4.61], [2.06, 0.21, -3.69], [2.15, -1.29, -3.62], [1.32, 0.90, -2.78], [1.16, 4.27, -2.59], [0.90, 3.17, -1.25], [-0.32, 3.33, -2.51], [2.54, 3.30, -4.71], [3.32, 0.77, -5.42], [3.08, -1.65, -4.06], [1.33, -1.79, -4.15], [2.14, -1.64, -2.59]], "mulliken_charge": [0.81, -1.26, 1.11, -0.57, 0.00, -0.42, -0.49, -0.49, -0.34, -0.21, -1.27, 0.26, -0.89, -0.45, -0.81, -0.26, 0.44, 1.03, -0.93, -0.52, -0.52, -0.53, 0.06, 0.36, 0.33, 0.49, 0.25, 0.38, 0.39, 0.41, 0.44, 0.44, 0.36, 0.44, 0.37, 0.44, 0.35, 0.41, 0.37, 0.38, 0.37, -1.25, 0.66, -1.35, 0.31, 0.17, 0.38, -0.40, 0.34, 0.29, 0.24, 0.41, 0.14, 0.37, -0.23, 0.11, -0.41, 0.38, -0.47, -0.35, -0.35, -0.70, 0.18, -0.94, -0.69, 0.17, -1.14, 0.56, 0.39, -0.07, 0.02, 0.44, 0.45, 0.40, 0.09, 0.06]}

=====

{"formula": "C2H3NS", "method": "ωB97M-V/def2-TZVPD", "smiles": "N#CCS", "charge": 0, "lumo_energy_ha": 0.02269, "homo_lumo_gap_ha": 0.379, "e_homo_ev": -9.706, "largest_force_ev_per_a": 9.3, "species": ["C", "C", "H", "H", "H", "N", "S"], "positions_angstrom": [[-0.14, -0.12, -0.63], [-0.28, -1.05, 0.54], [1.17, 1.76, 0.64], [0.56, -0.31, -1.28], [-1.16, -0.08, -1.07], [-0.12, -1.67, 1.61], [-0.03, 1.46, 0.20]], "nbo_charge": [-0.59, 0.24, 0.14, 0.24, 0.27, -0.31, 0.00]}

=====

{"formula": "C2H3NO3", "method": "ωB97M-V/def2-TZVPD", "smiles": "N#CC(O)(O)O", "charge": 0, "lumo_energy_ha": 0.00924, "homo_lumo_gap_ha": 0.443, "e_homo_ev": -11.816, "largest_force_ev_per_a": 3.1, "species": ["C", "C", "N", "O", "O", "O", "H", "H", "H"], "positions_angstrom": [[0.56, -0.57, 1.27], [0.25, 0.06, -0.02], [0.51, -1.13, 2.27], [-1.12, 0.21, -0.26], [0.69, -0.75, -1.07], [0.77, 1.32, 0.07], [-1.65, -0.55, -0.32], [-0.15, -0.67, -1.68], [0.15, 2.09, -0.25]], "nbo_charge": [0.21, 0.68, -0.27, -0.72, -0.68, -0.70, 0.49, 0.48, 0.51]}

=====

{"formula": "C5H8N4", "method": "ωB97M-V/def2-TZVPD", "charge": 2, "lumo_energy_ha": [-0.42164, -0.39838], "homo_lumo_gap_ha": [0.238, 0.299], "e_homo_ev": [-17.962, -18.983], "largest_force_ev_per_a": 4.1, "species": ["C", "C", "C", "C", "C", "N", "N", "N", "N", "H", "H", "H", "H", "H", "H", "H", "H"], "positions_angstrom": [[1.92, 0.67, 0.22], [-0.20, -1.59, -0.14], [-0.70, 0.52, -1.17], [-0.02, 0.04, 1.74], [0.87, 0.98, 1.09], [2.84, 0.48, -0.45], [-0.01, -1.26, 1.12], [-0.66, -0.86, -1.16], [-1.04, 1.28, -2.09], [-0.06, -2.68, -0.24], [0.32, 0.02, 2.79], [-1.04, 0.37, 1.88], [0.70, 1.98, 1.58], [0.21, -1.97, 1.71], [-0.98, -1.41, -2.07], [-0.59, 2.26, -1.85], [-1.57, 1.17, -2.96]], "nbo_charge": [0.09, 0.44, 0.43, -0.35, 0.07, -0.02, -0.45, -0.61, -0.69, 0.28, 0.32, 0.30, 0.31, 0.45, 0.48, 0.48, 0.46]}

=====

{"formula": "CH3IO", "method": "ωB97M-V/def2-TZVPD", "charge": 0, "lumo_energy_ha": [-0.02233, -0.00484], "homo_lumo_gap_ha": [0.276, 0.353], "e_homo_ev": [-8.129, -9.726], "largest_force_ev_per_a": 2.4, "species": ["C", "O", "I", "H", "H", "H"], "positions_angstrom": [[0.11, -0.25, -0.26], [0.04, -0.84, 0.91], [1.90, 0.65, -0.84], [-0.45, -0.68, -1.10], [-1.61, 1.35, -0.39], [0.01, -0.22, 1.68]], "nbo_charge": [-0.04, -0.70, 0.11, 0.19, -0.07, 0.50]}